The following is a quantum chemistry calculation of 21 unconnected molecules or ions with the total composition C64H176N6O21 at a distorted geometry, from the Open Molecules 2025 dataset.

The calculated total energy comes out at -4452.4870 Ha. As for the HOMO energy: -0.32342 hartree. The largest force on an atom comes out at 2.37 eV/Å.

```
267
Properties=species:S:1:pos:R:3:forces:R:3
C 0.484 -21.893 -14.578 -1.0 0.2 0.8
C -1.014 -21.769 -14.834 0.1 0.0 -0.3
O -1.394 -22.935 -15.570 -0.4 0.0 -0.1
H 1.090 -21.973 -15.470 -0.1 0.0 -0.2
H 0.604 -22.781 -13.957 0.3 -0.1 -0.1
H 0.781 -21.039 -13.973 0.3 0.1 -0.1
H -1.314 -20.876 -15.408 0.4 -0.1 0.1
H -1.579 -21.733 -13.892 0.3 0.0 0.0
H -2.350 -22.905 -15.690 0.1 -0.2 -0.1
C 10.362 -26.787 -20.909 0.4 -0.5 -0.8
C 10.106 -25.602 -20.000 -0.1 -0.6 -0.2
O 10.996 -24.507 -20.263 -0.5 -0.2 0.3
H 9.519 -27.491 -20.923 0.1 0.2 0.1
H 11.256 -27.374 -20.695 0.1 0.1 0.6
H 10.563 -26.476 -21.940 -0.5 0.3 0.0
H 10.106 -25.945 -18.962 0.3 0.3 0.1
H 9.078 -25.290 -20.187 0.1 0.6 -0.1
H 11.874 -24.768 -19.969 0.0 0.0 0.0
C 7.459 -22.571 -22.984 0.9 -0.7 -0.6
C 8.741 -23.259 -23.489 -0.4 0.5 -0.2
O 8.282 -24.293 -24.340 -0.2 -0.7 0.0
H 7.707 -21.655 -22.473 -0.2 0.1 0.5
H 6.889 -23.296 -22.390 0.1 0.4 0.2
H 6.869 -22.330 -23.859 -0.2 0.1 -0.2
H 9.360 -23.634 -22.666 -0.1 -0.1 0.0
H 9.369 -22.614 -24.118 -0.1 0.4 0.4
H 9.038 -24.705 -24.759 0.1 -0.2 -0.1
C 1.510 -25.994 -13.911 0.2 -1.0 0.5
C 0.700 -25.833 -15.181 0.0 0.6 0.1
O -0.661 -25.606 -14.817 0.3 -0.1 -0.4
H 1.513 -25.110 -13.273 -0.2 0.3 -0.3
H 2.548 -26.257 -14.105 0.1 -0.1 -0.1
H 1.100 -26.785 -13.261 0.0 0.1 -0.4
H 0.743 -26.664 -15.904 0.2 -0.1 0.5
H 1.115 -24.965 -15.724 -0.3 -0.1 0.0
H -0.841 -24.707 -15.107 -0.5 0.3 0.1
C 6.063 -26.071 -21.855 0.0 -1.4 -0.2
C 4.655 -25.623 -22.127 0.5 2.3 0.3
O 4.081 -26.134 -23.306 -0.2 -0.4 -0.3
H 6.786 -25.909 -22.670 -0.4 0.4 0.1
H 5.961 -27.155 -21.763 0.6 -0.2 0.4
H 6.448 -25.649 -20.925 -0.1 0.0 0.0
H 4.689 -24.515 -22.143 -0.4 -0.2 -0.3
H 3.978 -25.854 -21.319 -0.1 -0.5 0.3
H 4.694 -26.011 -24.038 0.1 0.1 0.0
C 1.028 -25.215 -25.180 0.0 0.0 0.4
C 1.218 -23.960 -24.324 0.3 -0.2 0.4
C 1.707 -22.821 -25.173 0.4 0.5 -0.5
O 0.026 -23.520 -23.683 0.2 0.1 -0.5
H 0.296 -25.029 -25.970 0.0 0.0 0.0
H 0.692 -26.073 -24.583 0.0 0.2 -0.1
H 1.990 -25.481 -25.630 -0.1 0.0 0.0
H 1.982 -24.162 -23.533 -0.3 -0.1 -0.5
H 1.024 -22.600 -25.989 -0.4 0.0 0.0
H 2.667 -23.014 -25.660 0.1 -0.3 0.2
H 1.831 -21.910 -24.599 -0.1 0.2 0.2
H -0.369 -24.276 -23.234 -0.3 -0.3 0.4
C 6.273 -30.076 -20.812 -0.7 -0.1 0.2
C 4.911 -30.297 -20.160 0.2 -0.1 1.0
C 4.174 -31.483 -20.795 -0.1 1.5 0.3
O 5.183 -30.533 -18.754 0.8 0.2 -0.3
H 6.858 -30.989 -20.656 0.1 0.2 -0.2
H 6.791 -29.214 -20.391 -0.1 -0.1 0.1
H 6.080 -29.870 -21.860 0.3 -0.2 -0.2
H 4.318 -29.379 -20.203 -0.1 0.0 -0.3
H 4.830 -32.330 -20.704 0.0 -0.7 -0.1
H 3.961 -31.206 -21.825 0.2 -0.3 -0.2
H 3.206 -31.622 -20.308 0.2 -0.3 0.1
H 4.407 -30.800 -18.253 -0.5 -0.2 -0.3
C 4.958 -30.263 -25.011 0.3 -0.5 0.2
C 4.148 -29.080 -24.571 -0.4 0.0 0.0
C 2.678 -29.196 -24.979 0.0 0.7 -0.5
O 4.278 -28.941 -23.168 0.1 -0.7 0.3
H 4.876 -30.413 -26.089 0.2 0.1 0.0
H 4.634 -31.193 -24.534 -0.1 0.1 0.1
H 5.993 -30.076 -24.713 0.1 -0.2 -0.2
H 4.646 -28.213 -25.032 -0.5 0.1 -0.2
H 2.590 -29.142 -26.070 0.0 0.0 0.1
H 2.110 -28.358 -24.566 0.0 0.0 0.0
H 2.180 -30.114 -24.673 0.3 -0.2 0.3
H 4.164 -28.014 -22.951 -0.2 0.4 -0.1
C 5.591 -30.226 -14.954 0.1 -0.8 -0.5
C 5.726 -29.106 -13.980 -0.3 1.4 0.1
C 6.737 -28.060 -14.488 -0.3 -0.4 -0.1
O 4.428 -28.454 -13.852 0.6 -0.7 0.2
H 4.654 -30.756 -14.794 -0.1 0.0 0.0
H 6.390 -30.972 -14.846 0.0 0.3 -0.2
H 5.586 -29.830 -15.971 0.1 -0.3 -0.1
H 6.007 -29.525 -13.015 0.1 0.2 0.2
H 6.289 -27.551 -15.361 0.3 -0.4 0.2
H 7.644 -28.595 -14.780 0.1 0.3 -0.2
H 6.998 -27.271 -13.780 -0.1 -0.2 0.2
H 4.281 -28.379 -12.895 -0.1 0.6 0.0
C 7.428 -22.163 -17.545 -0.1 0.4 0.1
C 8.103 -21.932 -18.876 0.0 -0.3 -0.7
C 7.449 -20.851 -19.737 -0.2 0.6 0.1
O 9.469 -21.611 -18.602 0.1 0.4 0.0
H 7.909 -22.955 -16.984 0.1 -0.2 0.0
H 6.373 -22.387 -17.672 -0.1 0.0 0.0
H 7.512 -21.261 -16.934 -0.1 0.1 0.0
H 8.117 -22.855 -19.477 -0.2 0.0 0.2
H 7.308 -19.907 -19.202 0.2 -0.1 0.3
H 6.443 -21.115 -20.071 0.1 -0.3 0.0
H 8.048 -20.592 -20.617 0.0 -0.3 0.1
H 10.018 -21.828 -19.357 0.0 -0.1 -0.2
C 3.957 -21.403 -22.356 0.0 0.4 -0.5
C 2.954 -20.243 -22.258 -0.2 -1.5 0.4
C 1.633 -20.734 -21.687 -0.7 0.6 -0.5
O 3.434 -19.264 -21.350 0.3 0.4 -0.3
H 4.120 -21.871 -21.387 0.1 0.1 0.2
H 4.898 -21.010 -22.768 0.0 -0.3 0.2
H 3.602 -22.183 -23.034 0.0 0.1 -0.1
H 2.813 -19.826 -23.268 -0.1 0.1 0.3
H 1.708 -21.061 -20.647 0.3 0.0 -0.1
H 1.168 -21.521 -22.290 0.3 -0.1 0.1
H 0.920 -19.899 -21.711 0.1 -0.1 0.2
H 4.242 -18.920 -21.749 0.0 0.2 0.3
C 12.529 -23.386 -15.479 0.8 -0.2 0.0
C 11.480 -23.186 -16.543 -0.6 0.0 0.1
C 10.506 -24.377 -16.613 0.5 0.0 0.0
O 10.751 -21.990 -16.234 0.6 -0.3 0.2
H 13.163 -22.502 -15.355 -0.3 0.1 0.0
H 13.220 -24.197 -15.727 -0.2 -0.1 -0.2
H 12.097 -23.663 -14.525 -0.2 0.1 0.2
H 11.967 -23.056 -17.526 -0.1 -0.1 0.2
H 9.994 -24.526 -15.654 0.3 0.0 -0.1
H 11.055 -25.287 -16.887 -0.1 0.0 0.2
H 9.746 -24.224 -17.375 0.0 0.2 -0.1
H 10.396 -21.702 -17.082 -0.5 0.2 0.0
C -4.960 -26.242 -17.954 0.5 -0.3 0.9
C -3.518 -25.790 -17.761 -0.3 0.3 -0.6
C -2.559 -26.944 -17.646 0.2 0.1 0.8
O -3.224 -24.945 -18.870 -0.3 -0.1 -0.1
H -5.187 -26.945 -17.138 -0.3 0.3 -0.1
H -5.115 -26.806 -18.879 0.1 0.4 -0.1
H -5.578 -25.350 -17.883 -0.4 -0.2 -0.2
H -3.436 -25.179 -16.839 -0.2 -0.3 -0.1
H -2.606 -27.630 -18.489 -0.1 -0.1 -0.1
H -2.801 -27.444 -16.698 0.2 -0.3 -0.3
H -1.538 -26.570 -17.536 0.1 0.0 -0.1
H -2.273 -24.819 -18.920 0.4 0.1 -0.1
C 2.655 -20.639 -17.534 1.1 0.7 -0.8
C 3.613 -19.441 -17.792 -0.7 -0.6 -0.4
C 3.122 -18.158 -17.100 0.7 -0.4 0.2
O 4.896 -19.894 -17.338 -0.1 0.4 0.6
H 2.696 -20.876 -16.472 -0.4 0.2 0.1
H 3.050 -21.516 -18.052 -0.1 0.0 -0.1
H 1.657 -20.425 -17.923 0.0 0.0 0.4
H 3.789 -19.251 -18.863 -0.8 -0.1 0.1
H 3.853 -17.362 -17.285 -0.3 0.1 0.0
H 3.084 -18.307 -16.015 0.0 -0.1 -0.1
H 2.126 -17.851 -17.424 0.2 -0.1 -0.2
H 5.499 -19.183 -17.569 0.4 -0.1 0.1
C 4.269 -24.872 -16.452 -0.4 0.5 0.4
C 3.617 -25.082 -17.809 0.8 -0.1 -0.5
C 4.244 -24.225 -18.895 0.0 0.6 0.1
O 3.759 -26.420 -18.314 -0.5 0.1 0.8
H 4.031 -23.868 -16.063 0.0 -0.2 -0.3
H 5.358 -24.938 -16.463 0.0 -0.3 -0.1
H 3.848 -25.553 -15.711 0.2 -0.3 -0.1
H 2.569 -24.775 -17.725 -0.2 -0.3 0.0
H 4.313 -23.169 -18.606 -0.1 -0.1 0.0
H 3.641 -24.283 -19.805 0.2 0.0 0.0
H 5.267 -24.553 -19.101 -0.1 -0.2 0.0
H 3.449 -27.066 -17.627 0.2 0.3 -0.3
C 11.225 -29.308 -17.843 0.8 0.1 0.4
C 9.952 -30.119 -17.726 0.5 0.7 -0.3
C 8.775 -29.384 -18.307 -0.7 0.8 -0.2
O 8.620 -28.110 -17.707 0.1 0.0 0.5
C 7.421 -27.506 -18.107 -0.4 0.5 0.0
N 10.151 -31.391 -18.363 0.2 -0.8 0.1
H 11.160 -28.337 -17.346 -0.2 -0.1 0.0
H 11.505 -29.118 -18.880 -0.2 0.0 -0.2
H 12.074 -29.853 -17.403 -0.3 0.1 0.0
H 9.748 -30.298 -16.670 0.0 0.0 0.1
H 7.874 -29.977 -18.113 -0.2 -0.1 -0.2
H 8.837 -29.162 -19.390 0.3 -0.8 0.1
H 7.429 -27.194 -19.169 0.0 -0.4 0.1
H 7.299 -26.585 -17.533 0.0 -0.1 0.1
H 6.546 -28.150 -17.923 0.2 0.1 -0.2
H 10.456 -31.315 -19.321 -0.1 0.1 -0.2
H 9.332 -31.976 -18.315 -0.1 -0.1 -0.1
C 1.383 -28.946 -18.149 -1.2 0.3 0.6
C 1.993 -29.398 -16.834 0.8 0.2 1.2
C 2.022 -30.931 -16.647 0.3 1.9 0.5
O 2.836 -31.493 -17.621 0.0 -0.5 -0.4
C 2.825 -32.892 -17.549 -0.3 -0.8 -0.7
N 3.249 -28.657 -16.571 0.0 -0.4 -0.9
H 0.377 -29.386 -18.248 0.3 -0.1 -0.2
H 1.943 -29.122 -19.062 0.3 -0.2 0.1
H 1.197 -27.873 -18.037 0.2 0.0 -0.3
H 1.399 -29.050 -15.978 -0.6 -0.1 -0.4
H 0.967 -31.212 -16.691 0.0 -0.7 -0.2
H 2.451 -31.176 -15.666 -0.3 0.0 0.1
H 3.093 -33.295 -16.568 0.1 0.3 0.1
H 3.515 -33.275 -18.302 0.1 0.1 0.1
H 1.825 -33.280 -17.804 0.1 0.1 0.1
H 3.992 -29.014 -17.173 0.0 0.1 0.2
H 3.550 -28.688 -15.596 -0.2 -0.1 -0.2
C 0.932 -26.763 -21.671 0.7 -0.5 0.2
C -0.160 -26.097 -20.875 -0.5 -0.4 -0.5
C 0.412 -24.916 -20.165 0.5 0.2 0.2
O -0.553 -24.399 -19.275 -0.1 0.4 -0.8
C -0.082 -23.252 -18.609 0.3 -0.6 0.7
N -1.197 -25.649 -21.818 0.1 1.0 0.4
H 1.603 -26.049 -22.163 -0.5 0.1 -0.3
H 0.496 -27.461 -22.393 0.3 0.1 0.0
H 1.625 -27.300 -21.019 -0.2 -0.3 0.1
H -0.631 -26.762 -20.136 0.4 -0.1 0.0
H 0.706 -24.186 -20.944 -0.1 0.1 0.4
H 1.312 -25.188 -19.580 -0.2 -0.1 -0.3
H -0.925 -22.865 -18.054 0.0 0.3 0.1
H 0.380 -22.499 -19.262 -0.3 -0.2 -0.1
H 0.664 -23.627 -17.892 0.1 0.6 0.1
H -1.927 -25.193 -21.269 -0.1 -0.1 -0.4
H -1.607 -26.421 -22.314 -0.2 -0.3 0.0
C 4.492 -25.015 -11.895 0.7 -0.2 0.6
C 5.109 -26.080 -10.971 -1.4 -0.3 -1.7
C 5.275 -25.577 -9.563 -0.8 -0.3 -0.7
O 6.053 -26.521 -8.911 0.6 -0.7 0.9
C 6.030 -26.301 -7.521 0.4 1.0 0.4
N 4.378 -27.386 -11.175 1.0 0.3 1.1
H 4.590 -25.319 -12.935 -0.2 -0.1 -0.1
H 5.106 -24.128 -11.749 -0.1 0.4 -0.2
H 3.453 -24.763 -11.663 0.1 -0.2 0.0
H 6.136 -26.249 -11.316 -0.1 -0.2 -0.1
H 4.329 -25.482 -9.013 -0.1 0.3 -0.3
H 5.768 -24.607 -9.692 0.1 0.1 0.6
H 6.397 -25.276 -7.333 -0.2 -0.2 0.2
H 6.685 -26.964 -6.965 0.1 -0.4 -0.4
H 5.024 -26.372 -7.094 -0.1 -0.1 -0.2
H 3.378 -27.350 -10.995 0.0 0.6 0.1
H 4.757 -27.981 -10.438 -0.2 -0.3 -0.2
C 8.046 -24.479 -13.408 0.0 0.6 -0.4
C 8.753 -23.503 -12.459 -1.4 -0.5 0.8
C 8.570 -24.025 -11.039 0.4 -0.4 -0.6
O 9.407 -23.268 -10.198 -0.2 -0.4 0.3
C 9.450 -23.838 -8.917 -0.5 -0.1 0.4
N 10.135 -23.429 -12.796 1.1 0.4 -0.5
H 8.116 -24.122 -14.440 -0.2 0.2 0.0
H 6.986 -24.572 -13.143 0.2 -0.2 -0.1
H 8.563 -25.442 -13.447 -0.1 0.0 0.5
H 8.289 -22.509 -12.434 -0.3 -0.1 -0.5
H 8.852 -25.101 -11.020 0.0 0.4 0.2
H 7.520 -23.953 -10.711 0.1 0.1 -0.1
H 10.134 -23.248 -8.340 0.4 0.2 0.4
H 9.758 -24.890 -8.913 0.2 0.1 -0.2
H 8.468 -23.819 -8.412 0.0 0.1 -0.2
H 10.642 -22.917 -12.075 -0.1 -0.1 -0.2
H 10.182 -22.878 -13.657 0.4 -0.2 0.2
C 5.093 -22.122 -14.147 -0.3 1.1 -0.3
C 4.678 -20.864 -13.381 -1.7 -0.5 0.7
C 5.148 -20.847 -11.935 -0.2 0.1 -0.2
O 6.547 -20.936 -11.967 0.6 -0.3 -0.1
C 7.179 -20.425 -10.829 -0.6 0.6 0.7
N 5.083 -19.624 -13.985 0.8 0.5 0.0
H 4.606 -23.013 -13.763 0.2 -0.2 0.0
H 6.179 -22.168 -14.153 0.1 -0.4 0.1
H 4.785 -21.945 -15.180 0.0 -0.3 -0.1
H 3.570 -20.822 -13.264 0.4 -0.3 -0.4
H 4.687 -21.647 -11.331 0.2 0.0 -0.2
H 4.820 -19.889 -11.511 0.2 0.0 0.1
H 8.256 -20.409 -10.916 0.2 -0.2 -0.4
H 6.923 -20.999 -9.928 0.0 0.0 0.0
H 6.831 -19.392 -10.681 0.2 0.0 0.2
H 6.089 -19.598 -13.838 0.1 0.4 -0.2
H 4.941 -19.594 -14.990 -0.1 -0.3 0.0
```
Positions in Å, forces in eV/Å.